Entry 1:
Molecular formula: C5H9N2O
Method: DFT, the ωB97M-V functional and the def2-TZVPD basis

Last column: Mulliken charge in e.
Atoms and positions in Å:
C 0.8881 0.1093 1.3465  -0.1537
C 1.5349 -0.4902 0.3947  0.4829
C -1.1172 0.5354 0.0523  0.4780
C 2.6048 -1.2128 -0.2478  -1.0509
C -2.4922 1.1364 -0.1492  -1.0999
N -0.5122 -0.1218 -0.8138  -0.2161
N -0.3551 0.7000 1.2542  -0.1363
O -1.0937 -0.2619 -2.0507  -0.3922
H 1.4964 0.2872 2.2636  0.3495
H 2.5433 -2.3135 -0.2097  0.3005
H 2.7808 -0.8882 -1.2202  0.3410
H 3.5281 -1.0511 0.3177  0.3696
H -2.4211 2.1953 -0.4684  0.2881
H -3.0395 0.5928 -1.0078  0.3543
H -2.9617 1.0867 0.7467  0.3854
H -0.8151 0.7337 2.2089  0.3203
H -0.5687 -1.0374 -2.4172  0.3796

Charge: +1
Orbital gap, Ha: 0.300
LUMO level, eV: -5.514

Entry 2:
Molecular formula: C5H9N2O2
Method: DFT, the ωB97M-V functional and the def2-TZVPD basis

Last column: Mulliken charge in e.
Atoms and positions in Å:
C -1.9444 0.2209 -1.0363  -1.4378
C -0.5127 0.3351 -1.5304  0.8221
N 0.0386 -0.9329 -1.9090  -0.2009
O 0.9478 -0.8874 -2.7941  -0.4449
C 0.4855 0.6742 -0.4108  -0.6353
C 0.4565 -0.0693 0.8882  0.1473
C 1.7371 -0.5481 1.5297  -1.3601
N 0.1933 1.3600 0.8222  -0.2417
O -0.9529 1.9064 1.1663  -0.7965
H -2.6376 0.1895 -1.8766  0.4066
H -2.1719 1.0754 -0.4030  0.3034
H -2.0561 -0.6893 -0.4501  0.3196
H -0.4189 1.1051 -2.3126  0.4110
H 1.4575 0.9276 -0.8274  0.3686
H -0.3877 -0.7399 1.0341  0.3607
H 2.5095 0.2133 1.4465  0.3830
H 2.0820 -1.4548 1.0297  0.2679
H 1.5881 -0.7733 2.5871  0.3268

Charge: -1
Orbital gap (alpha / beta), Ha: 0.209 / 0.209
SMILES: C[C@H](N=O)[C@@H]1[C@@H](C)N1[O-]
LUMO level (alpha / beta), eV: 3.781 / 3.789

Entry 3:
Molecular formula: C5H9N2P
Method: DFT, the ωB97M-V functional and the def2-TZVPD basis

Last column: Mulliken charge in e.
Atoms and positions in Å:
C -2.9976 0.6913 -0.5724  -0.2910
C -0.4662 0.2088 0.2470  -0.3953
C 1.2552 -1.5696 0.2691  -1.5179
C 1.8790 0.8393 -0.1555  -1.4490
C 0.9248 -0.1058 0.5792  1.0922
N -2.2784 1.6735 -1.0237  -0.0430
N -1.1200 1.8886 -0.9525  -0.2540
P -1.9121 -0.5761 0.0758  -0.0556
H -4.0381 0.5731 -0.8098  0.3871
H 2.2809 -1.7921 0.5493  0.3970
H 1.1369 -1.7536 -0.7975  0.3783
H 0.5843 -2.2364 0.8092  0.3945
H 1.5575 1.8674 -0.0158  0.3690
H 1.8713 0.6203 -1.2218  0.3215
H 2.8951 0.7272 0.2214  0.4263
H 1.0434 0.0590 1.6612  0.1887
H -2.6161 -1.1151 1.1368  0.0514

Orbital gap (alpha / beta), Ha: 0.271 / 0.271
LUMO level (alpha / beta), eV: -0.623 / -0.620

Entry 4:
Molecular formula: C5H9N2S
Method: DFT, the ωB97M-V functional and the def2-TZVPD basis

Last column: Mulliken charge in e.
Atoms and positions in Å:
C -0.8227 -1.3219 -2.1081  -0.4520
C -1.3838 -0.0814 -1.9421  -0.2306
C -0.0616 -1.7712 -0.9865  0.0088
C 0.1220 0.2953 0.2748  0.8027
C -0.2478 0.5790 1.6641  -1.3187
N 0.3825 -1.0817 0.0290  -0.6342
N 1.4204 1.0282 -0.0230  -0.3645
S -1.1519 1.1939 -0.8225  -0.0278
H -1.1820 -1.8093 -2.9151  0.4434
H -2.1105 0.1022 -2.7039  0.3702
H 0.1184 -2.9273 -0.8939  0.3186
H 0.5532 1.1978 2.0722  0.3146
H -0.5612 -0.3516 2.1212  0.3838
H -1.1971 1.1459 1.8273  0.3639
H 2.2690 0.7765 0.4834  0.3329
H 1.4715 1.9689 0.2511  0.3008
H 1.4817 0.8359 -1.0188  0.3880

Charge: +1
Spin multiplicity: 3
Orbital gap (alpha / beta), Ha: 0.248 / 0.255
LUMO level (alpha / beta), eV: -3.456 / -6.830

Entry 5:
Molecular formula: C5H9N3
Method: DFT, the ωB97M-V functional and the def2-TZVPD basis

Last column: Mulliken charge in e.
Atoms and positions in Å:
H -2.0747 1.1399 -0.8597  0.2902
N -2.1343 0.1390 -0.4304  -0.8116
C -1.0446 -0.3969 -0.1022  0.3829
N -0.9304 -1.7197 0.2844  -0.5414
C 0.2480 0.4143 0.0530  1.7886
C 0.3819 0.7647 1.6237  -1.3810
C 0.1994 1.7565 -0.7417  -2.2211
C 1.4444 -0.3102 -0.3730  -0.1757
N 2.2620 -1.0989 -0.5604  -0.5130
H -0.0142 -2.1533 0.0122  0.2707
H -1.6832 -2.3436 -0.1221  0.3212
H 1.2215 1.5287 1.7581  0.3551
H 0.7274 -0.1162 2.2613  0.3286
H -0.5866 1.1308 1.9424  0.3885
H 1.1589 2.1892 -0.7278  0.5124
H -0.5026 2.5001 -0.3428  0.4624
H -0.0020 1.5115 -1.7349  0.5432

Orbital gap, Ha: 0.382
SMILES: [H]/N=C(/N)C(C)(C)C#N
LUMO level, eV: 0.682

Entry 6:
Molecular formula: C5H9N3
Method: DFT, the ωB97M-V functional and the def2-TZVPD basis

Last column: Mulliken charge in e.
Atoms and positions in Å:
C -1.0967 -0.9569 -1.1142  -0.4555
C 0.2125 -0.3560 -0.6392  -0.5832
C -0.1554 0.6830 0.5357  0.6845
C 0.9484 0.5189 1.5229  -0.4435
N 2.4792 1.0480 0.5507  -0.4114
C 1.9589 1.5154 1.5680  -0.1128
N -1.4474 0.3886 1.0363  -0.8761
N -0.6328 -2.1527 -1.7594  -0.5122
H -1.6146 -1.3700 -0.2122  0.3424
H -1.8011 -0.3587 -1.7205  0.3747
H 0.6949 -1.2261 -0.1824  0.2626
H 0.7419 0.0774 -1.5060  0.2814
H 1.2236 -0.5191 1.7064  0.3509
H 1.8908 2.4499 2.1302  0.2881
H -2.1464 0.9836 0.6060  0.2423
H -0.0613 1.6745 0.0458  0.3287
H -1.1945 -2.3999 -2.5680  0.2389

Orbital gap, Ha: 0.207
LUMO level, eV: -2.442

Entry 7:
Molecular formula: C5H9N3
Method: DFT, the ωB97M-V functional and the def2-TZVPD basis

Last column: Mulliken charge in e.
Atoms and positions in Å:
N 2.5645 -0.8920 0.1423  -0.5207
C 1.4768 0.1206 -0.2740  -0.0200
C 0.8757 1.5552 0.1401  -0.7235
C -0.4924 0.8428 -0.1188  0.5463
N -1.8042 0.8197 0.0832  -0.6832
C -2.2459 -0.3137 0.1921  -0.0851
N -1.1811 -1.3454 -0.2638  -0.4961
C 0.0489 -0.4856 0.0709  -0.3259
H 3.4355 -0.5529 -0.4265  0.2801
H 2.7974 -1.0392 1.1814  0.2181
H 1.7521 -0.0734 -1.3189  0.2801
H 1.0015 1.6756 1.0860  0.3856
H 1.1918 2.4140 -0.5246  0.2423
H -0.7550 0.9614 -1.0837  0.1274
H -3.2625 -0.7847 0.2410  0.3241
H -1.2506 -2.3880 -0.1088  0.2588
H 0.0565 -0.6039 1.1598  0.1916

Orbital gap, Ha: 0.346
SMILES: N[C@@H]1C[C@@H]2N=CN[C@@H]12
LUMO level, eV: 1.031

Entry 8:
Molecular formula: C5H9N3
Method: DFT, the ωB97M-V functional and the def2-TZVPD basis

Last column: Mulliken charge in e.
Atoms and positions in Å:
C 0.1694 -2.0929 0.0645  -1.3257
C -0.4245 -0.7252 -0.0041  0.9249
C -1.7919 -0.6038 0.0528  -0.7234
C -2.6568 0.4405 -0.0080  0.2786
N -3.4614 1.2724 0.0149  -0.0019
N 0.4847 0.2520 0.0409  -0.2720
C 1.4771 0.7392 -0.5218  -0.0631
N 2.3536 1.6107 0.2765  -0.2906
H 1.2410 -2.0697 0.2309  0.3795
H -0.0205 -2.6109 -0.8785  0.3640
H -0.2989 -2.6845 0.8511  0.3963
H -2.3425 -1.5394 0.1501  0.4216
H -4.2433 1.8857 -0.1163  0.3103
H 1.7778 0.6353 -1.5648  0.4388
H 3.3180 1.2350 0.3239  0.3921
H 1.9864 1.7076 1.2430  0.3799
H 2.4318 2.5480 -0.1552  0.3907

Charge: +2
Orbital gap, Ha: 0.335
SMILES: CC(=C/C#[NH+])/N=C/[NH3+]
LUMO level, eV: -8.677

Q: Which formula does entry 4 have?
A: C5H9N2S